Entry 1:
82
Properties=species:S:1:pos:R:3 method="wB97M-V/def2-TZVPD" homo_ev=-9.0135 smiles="CP(O)C1=C(CCCSC(=S)n2ccnc2)C(=O)OC1=O.O=C1c2ccccc2C(=O)c2ccccc21.O=C1c2ccccc2C(=O)c2ccccc21" lumo_energy_ev=-1.2 orbital_gap_ev=7.77
C -6.99033 -3.94395 2.83829
P -5.95378 -2.48013 3.38085
O -6.96707 -1.12067 3.39944
C -4.64635 -2.32751 2.04678
C -3.30141 -2.16778 2.24359
C -2.44103 -2.04572 3.52108
C -3.16758 -1.32739 4.73609
C -3.71804 0.05041 4.25349
S -4.61669 0.95766 5.61649
C -5.28804 2.40620 4.73469
S -6.65731 3.17372 5.16239
N -4.51447 2.84811 3.57563
C -4.73610 2.42108 2.27080
C -3.72559 3.07158 1.45768
N -3.01320 3.86270 2.34253
C -3.44312 3.74978 3.58779
C -2.77564 -2.12583 0.76785
O -1.63782 -2.34974 0.51710
O -3.80151 -1.85884 -0.12183
C -4.95976 -2.34372 0.53048
O -5.93017 -2.63771 -0.07208
H -8.05885 -3.83702 3.16507
H -7.02405 -4.03560 1.72026
H -6.55823 -4.90805 3.21422
H -7.86487 -1.42916 3.18098
H -1.55739 -1.39959 3.25569
H -1.99477 -3.02075 3.84681
H -3.92111 -1.98332 5.22255
H -2.35813 -1.15208 5.49617
H -2.89859 0.74130 3.92590
H -4.46042 -0.02140 3.42020
H -5.52469 1.69154 1.98305
H -3.61053 2.91851 0.37310
H -3.08672 4.23122 4.51714
O 2.01774 4.84324 2.47747
C 2.13654 4.19818 1.45411
C 3.17127 4.55662 0.45027
C 4.02412 5.62828 0.69648
C 5.01862 5.94611 -0.21655
C 5.16671 5.19417 -1.37892
C 4.30810 4.13616 -1.63660
C 3.30446 3.81786 -0.72668
C 2.38041 2.69524 -1.02110
O 2.46214 2.08663 -2.07103
C 1.36009 2.32357 -0.01021
C 0.51069 1.24996 -0.25715
C -0.42472 0.87312 0.69459
C -0.51497 1.56677 1.89714
C 0.32052 2.64678 2.14166
C 1.25679 3.03225 1.18801
H 3.91584 6.21253 1.60217
H 5.68468 6.77831 -0.02094
H 5.95217 5.43604 -2.08517
H 4.42327 3.55637 -2.54468
H 0.58055 0.70344 -1.19002
H -1.08036 0.03599 0.50086
H -1.24011 1.26622 2.64431
H 0.24381 3.18574 3.07796
O 4.90551 -0.30629 -3.74009
C 4.49679 -1.40789 -4.05101
C 5.44842 -2.50566 -4.36310
C 6.81770 -2.27162 -4.27681
C 7.71357 -3.29992 -4.52796
C 7.24602 -4.56717 -4.86513
C 5.88304 -4.80025 -4.96904
C 4.98024 -3.76969 -4.72458
C 3.52354 -4.02615 -4.85633
O 3.11849 -5.11257 -5.22383
C 2.57241 -2.93612 -4.52519
C 1.20347 -3.17274 -4.60939
C 0.30512 -2.17201 -4.27064
C 0.77046 -0.93049 -3.84574
C 2.13381 -0.68477 -3.77350
C 3.03979 -1.68459 -4.11788
H 7.18542 -1.28841 -4.00949
H 8.77931 -3.11682 -4.45595
H 7.94700 -5.37292 -5.04894
H 5.52326 -5.78637 -5.23670
H 0.83728 -4.13885 -4.93492
H -0.76052 -2.35957 -4.33308
H 0.06689 -0.15235 -3.57231
H 2.48796 0.28581 -3.44465

---

Entry 2:
87
Properties=species:S:1:pos:R:3 method="wB97M-V/def2-TZVPD" spin_multiplicity=2 total_charge=-1 homo_ev="-4.4695 / -4.4800" s2=0.80 lumo_energy_ev="0.2 / 0.2" orbital_gap_ev="4.63 / 4.66"
Fe -0.02413 -0.02977 -0.40395
Cl -0.23347 3.54817 5.58531
C -0.55005 2.76254 4.09551
C 0.49881 2.34984 3.27636
Cl 2.11644 2.60698 3.77195
C 0.24564 1.72975 2.06510
Cl 1.52550 1.19614 1.05341
C -1.07203 1.48286 1.59770
O -1.33460 0.95410 0.46723
C -2.11046 1.88490 2.48340
Cl -3.71653 1.52563 2.02893
C -1.86015 2.51291 3.68969
Cl -3.16374 2.98671 4.69467
C -4.96550 4.09323 -2.71152
C -4.37901 2.72620 -2.51272
C -3.64595 2.10486 -3.51811
C -3.16534 0.81621 -3.35046
C -3.43221 0.14966 -2.17265
C -4.14103 0.75204 -1.15425
C -4.60036 2.04569 -1.31976
S -2.83586 -1.51028 -1.93465
O -2.87271 -2.21566 -3.19446
O -3.57228 -2.10576 -0.85299
N -1.30919 -1.23385 -1.42929
C -0.19662 -1.72273 -1.93837
C -0.04868 -2.66711 -2.97904
C 1.17860 -3.22485 -3.22326
C 2.30004 -2.87952 -2.45208
C 2.08382 -1.88599 -1.53613
N 0.95073 -1.31737 -1.32287
H -4.51436 4.59679 -3.56305
H -4.82102 4.70316 -1.82226
H -6.03977 4.01610 -2.89106
H -3.45185 2.63496 -4.44057
H -2.59268 0.31472 -4.11409
H -4.33093 0.18236 -0.26071
H -5.13622 2.53535 -0.52009
H -0.92866 -2.91137 -3.54974
H 1.28753 -3.95920 -4.00955
H 3.25766 -3.35542 -2.57458
H 3.69032 -0.83032 -0.80644
S 0.40979 -3.91771 1.90494
C 0.20653 -2.41038 1.45831
N 0.06767 -1.28533 1.14508
O -0.02753 0.42114 -3.45636
C 0.11732 1.45455 -2.81525
O 0.43546 1.51239 -1.58200
C -0.01601 2.81053 -3.51030
C 1.34841 3.21965 -4.03634
Ge 2.68165 3.69069 -2.61564
C 4.06342 4.62579 -3.72929
C 4.45444 5.94496 -3.54913
C 5.39922 6.52691 -4.37735
C 5.96961 5.79250 -5.40158
C 5.60242 4.47068 -5.58776
C 4.65820 3.89928 -4.75641
C 1.88031 4.96025 -1.31809
C 1.31020 6.15470 -1.74283
C 0.70797 7.01141 -0.83897
C 0.65390 6.67638 0.50305
C 1.21107 5.48616 0.93695
C 1.82454 4.63952 0.03131
C 3.72356 2.28374 -1.69340
C 4.71306 2.72339 -0.78863
C 5.48020 1.79200 -0.07485
C 5.32957 0.45801 -0.27034
C 4.37548 -0.08894 -1.26842
C 3.55665 0.96080 -1.93840
H -0.39439 3.54240 -2.79439
H -0.72209 2.70477 -4.33737
H 1.24595 4.10395 -4.67347
H 1.75220 2.42388 -4.66418
H 4.01048 6.52194 -2.74878
H 5.68918 7.55800 -4.22626
H 6.69968 6.24694 -6.05479
H 6.04898 3.88892 -6.38303
H 4.37258 2.86449 -4.89903
H 1.34432 6.41720 -2.79313
H 0.27598 7.94168 -1.18072
H 0.17412 7.33922 1.20786
H 1.16819 5.21725 1.98211
H 2.26827 3.71558 0.37041
H 4.87386 3.78446 -0.66009
H 6.20190 2.14779 0.65052
H 5.91282 -0.26019 0.28772
H 4.91292 -0.68268 -2.02993
H 2.80174 0.61521 -2.62843

---

Number 1: calculated total energy -3390.83419 Eh. Number 2: calculated total energy -8520.68054 Eh.